(1)
{
  "formula": "C22H55ClP2SiV",
  "method": "wB97M-V/def2-TZVPD",
  "gap_ha": [0.21981, 0.23386],
  "charge": -1,
  "multiplicity": 3,
  "e_homo_ha": [-0.10970, -0.12372],
  "energy_ev": -88372.1290,
  "symbols": ["V", "Cl", "P", "C", "C", "C", "C", "H", "C", "H", "H", "H", "H", "H", "H", "H", "C", "C", "H", "H", "H", "H", "H", "H", "C", "H", "C", "H", "H", "H", "H", "H", "H", "H", "H", "P", "C", "C", "C", "C", "H", "C", "H", "H", "H", "H", "H", "H", "H", "C", "C", "H", "H", "H", "H", "H", "H", "C", "H", "C", "H", "H", "H", "H", "H", "H", "C", "Si", "C", "C", "C", "H", "H", "H", "H", "H", "H", "H", "H", "H", "H", "H"],
  "coordinates": [[0.057, 0.062, 0.102], [-0.044, 0.067, -2.313], [-0.332, -2.380, -0.252], [0.687, -3.173, -1.592], [-0.081, -3.509, 1.211], [-2.080, -2.588, -0.840], [2.081, -2.545, -1.709], [0.106, -2.903, -2.496], [0.794, -4.699, -1.493], [1.534, -5.007, -0.742], [1.141, -5.069, -2.469], [-0.163, -5.188, -1.283], [2.035, -1.572, -2.212], [2.723, -3.208, -2.304], [2.552, -2.393, -0.729], [-2.028, -2.028, -1.794], [-3.140, -1.916, 0.047], [-2.441, -4.044, -1.125], [-1.924, -4.418, -2.015], [-3.522, -4.106, -1.319], [-2.224, -4.698, -0.267], [-2.727, -1.136, 0.698], [-3.673, -2.641, 0.673], [-3.877, -1.423, -0.601], [1.336, -3.335, 1.768], [-0.158, -4.521, 0.776], [-1.173, -3.373, 2.274], [2.086, -3.742, 1.077], [1.438, -3.888, 2.714], [1.582, -2.278, 1.954], [-1.378, -2.328, 2.543], [-0.859, -3.893, 3.190], [-2.103, -3.842, 1.935], [1.479, -0.530, 0.243], [-1.468, 0.304, 0.229], [0.341, 2.438, -0.186], [-0.822, 3.244, -1.389], [0.237, 3.510, 1.328], [2.008, 2.628, -0.964], [-2.215, 2.604, -1.393], [-0.338, 3.014, -2.358], [-0.930, 4.761, -1.221], [-1.582, 5.027, -0.378], [-1.388, 5.169, -2.134], [0.040, 5.254, -1.097], [-2.202, 1.620, -1.875], [-2.900, 3.251, -1.958], [-2.618, 2.479, -0.380], [1.844, 2.115, -1.931], [3.132, 1.884, -0.226], [2.355, 4.091, -1.227], [1.730, 4.508, -2.024], [3.400, 4.153, -1.560], [2.257, 4.708, -0.320], [2.764, 1.170, 0.525], [3.828, 2.578, 0.261], [3.705, 1.295, -0.954], [-1.125, 3.297, 1.993], [0.299, 4.554, 0.969], [1.412, 3.241, 2.260], [-1.931, 3.814, 1.455], [-1.108, 3.692, 3.017], [-1.373, 2.227, 2.044], [1.489, 2.172, 2.512], [1.285, 3.797, 3.198], [2.360, 3.565, 1.815], [2.383, 0.009, 3.908], [0.497, 0.039, 3.925], [-0.050, -1.460, 4.959], [-0.112, 1.503, 4.943], [-0.255, -0.053, 2.128], [2.753, 0.009, 4.949], [2.834, 0.873, 3.414], [2.776, -0.894, 3.426], [0.295, -1.357, 5.998], [-1.143, -1.537, 4.990], [0.347, -2.410, 4.577], [0.240, 2.478, 4.580], [-1.206, 1.538, 4.979], [0.244, 1.399, 5.977], [-0.126, -1.071, 1.666], [-1.341, 0.095, 2.229]]
}

---

(2)
{
  "formula": "C22H56B2INO15PS4",
  "method": "wB97M-V/def2-TZVPD",
  "gap_ha": 0.17978,
  "charge": -1,
  "multiplicity": 1,
  "e_homo_ha": -0.11718,
  "energy_ev": -118008.5820,
  "symbols": ["C", "C", "O", "O", "C", "B", "C", "C", "C", "I", "B", "O", "N", "C", "C", "P", "C", "C", "H", "H", "H", "H", "H", "H", "H", "H", "H", "H", "H", "H", "H", "H", "H", "H", "H", "H", "H", "H", "H", "H", "H", "H", "O", "S", "O", "O", "C", "C", "C", "H", "H", "H", "H", "H", "H", "H", "H", "O", "S", "O", "O", "C", "C", "C", "H", "H", "H", "H", "H", "H", "H", "H", "O", "S", "O", "O", "C", "C", "C", "H", "H", "H", "H", "H", "H", "H", "H", "O", "S", "O", "O", "C", "C", "C", "H", "H", "H", "H", "H", "H", "H", "H"],
  "coordinates": [[-4.282, -6.822, 2.518], [-3.365, -6.806, 1.314], [-3.157, -7.798, 0.644], [-2.802, -5.603, 1.076], [-3.530, -4.861, 0.018], [-3.466, -3.248, 0.297], [-2.096, -2.746, 1.071], [-0.755, -3.300, 0.591], [-0.610, -3.566, -0.893], [0.846, -1.843, 1.085], [-4.792, -2.815, 1.281], [-6.125, -3.259, 0.995], [-4.708, -1.894, 2.478], [-5.409, -0.619, 2.210], [-5.303, -2.564, 3.630], [-3.789, -2.262, -1.375], [-5.541, -2.507, -1.922], [-3.609, -0.449, -1.030], [-3.980, -6.047, 3.217], [-4.242, -7.793, 3.001], [-5.303, -6.633, 2.192], [-4.559, -5.239, 0.015], [-3.123, -5.160, -0.953], [-2.079, -1.658, 1.123], [-2.203, -3.066, 2.109], [-0.463, -4.170, 1.168], [0.442, -3.716, -1.139], [-1.114, -4.498, -1.144], [-0.971, -2.745, -1.502], [-6.246, -4.174, 1.237], [-5.712, -0.527, 1.170], [-6.286, -0.524, 2.856], [-4.755, 0.215, 2.474], [-4.843, -3.539, 3.787], [-5.132, -1.955, 4.522], [-6.389, -2.701, 3.537], [-6.191, -1.719, -1.530], [-5.630, -2.494, -3.006], [-5.944, -3.446, -1.552], [-3.626, -0.209, 0.033], [-4.362, 0.116, -1.576], [-2.639, -0.143, -1.415], [-0.229, 0.236, -2.306], [0.551, -0.261, -3.396], [1.491, -1.319, -3.197], [1.305, 0.976, -4.071], [2.053, 1.832, -3.185], [3.385, 1.230, -2.781], [-0.508, -0.667, -4.736], [1.446, 2.069, -2.310], [2.203, 2.754, -3.744], [3.247, 0.355, -2.147], [3.970, 1.965, -2.227], [3.946, 0.919, -3.663], [-1.185, 0.163, -4.916], [-1.067, -1.553, -4.436], [0.095, -0.873, -5.615], [3.239, 0.937, 1.773], [2.819, 1.965, 2.670], [2.881, 3.339, 2.272], [3.602, 1.789, 4.049], [5.037, 1.666, 3.987], [5.729, 3.001, 3.791], [1.208, 1.593, 3.265], [5.307, 0.951, 3.209], [5.320, 1.230, 4.944], [5.526, 3.408, 2.801], [6.807, 2.883, 3.900], [5.383, 3.723, 4.522], [1.190, 0.560, 3.601], [0.524, 1.726, 2.430], [0.965, 2.280, 4.072], [6.697, 5.337, 5.749], [6.345, 6.405, 6.634], [6.486, 7.763, 6.210], [7.123, 6.201, 8.009], [8.550, 6.000, 7.939], [9.307, 7.294, 7.720], [4.719, 6.151, 7.252], [8.776, 5.267, 7.163], [8.818, 5.559, 8.897], [9.113, 7.705, 6.730], [10.379, 7.116, 7.814], [9.006, 8.042, 8.453], [4.637, 5.130, 7.614], [4.036, 6.317, 6.422], [4.531, 6.868, 8.046], [-3.113, -0.892, -8.097], [-1.791, -0.907, -8.639], [-0.717, -0.292, -7.923], [-1.840, -0.314, -10.116], [-2.487, 0.964, -10.292], [-1.605, 2.122, -9.870], [-1.336, -2.551, -9.066], [-3.436, 0.967, -9.755], [-2.708, 1.022, -11.356], [-1.443, 2.125, -8.793], [-2.074, 3.065, -10.149], [-0.629, 2.055, -10.351], [-2.137, -2.995, -9.649], [-1.197, -3.093, -8.133], [-0.407, -2.521, -9.628]]
}